{
  "formula": "C44H85I2N8O4",
  "method": "the ωB97M-V functional and the def2-TZVPD basis",
  "elements": ["C", "N", "H", "H", "H", "H", "H", "C", "H", "H", "H", "C", "H", "H", "I", "H", "C", "H", "H", "H", "H", "H", "C", "C", "H", "H", "C", "C", "C", "H", "C", "H", "C", "H", "H", "C", "N", "H", "C", "H", "H", "C", "H", "O", "I", "H", "H", "H", "H", "C", "H", "H", "C", "C", "H", "H", "H", "C", "H", "H", "C", "H", "H", "H", "H", "C", "C", "C", "H", "C", "C", "O", "H", "C", "C", "H", "H", "H", "C", "H", "C", "H", "C", "N", "C", "H", "H", "H", "H", "H", "H", "H", "N", "H", "H", "H", "H", "H", "C", "C", "C", "C", "H", "H", "H", "H", "C", "C", "H", "C", "H", "H", "H", "C", "H", "C", "N", "C", "H", "H", "N", "H", "H", "H", "H", "C", "O", "H", "H", "N", "H", "H", "N", "C", "C", "H", "H", "H", "H", "O", "C", "H", "H"],
  "positions_angstrom": [[0.36739, -7.43588, 4.96900], [-3.54162, 7.48084, 2.42703], [4.27122, 1.25613, -1.85658], [5.29755, -2.57016, -1.42783], [-3.48889, 10.24266, 1.48754], [-3.05214, 3.42332, 5.40814], [2.28660, -2.22755, -1.06055], [-5.78739, 8.30218, 3.11913], [5.11865, 0.22490, -2.95941], [-2.03056, -0.60193, -11.33880], [-4.97297, 5.63414, 1.10226], [-2.44708, -1.32746, -10.64531], [3.43155, -2.07945, -6.04629], [2.28202, 0.71552, -0.85717], [1.60451, 3.49573, 3.75599], [2.45830, -3.78072, 5.38072], [0.61199, 0.39576, -7.24792], [1.52120, -8.75103, 6.27240], [5.18808, -0.11514, -1.23516], [-0.46358, -7.34390, 2.98785], [2.09124, -7.11737, 6.31636], [1.96815, 1.04153, -2.56963], [0.52874, -7.39400, 3.44612], [-0.67609, -8.48516, 5.31946], [-5.88581, 7.62672, 3.97493], [-3.72329, 8.73548, 4.93418], [-0.04230, -1.89804, -6.73740], [-0.79812, 1.09676, 4.74808], [1.68946, -7.87381, 5.65081], [-5.20998, 10.36801, 2.81765], [3.25709, -0.65407, -2.15690], [1.43211, 0.21316, -6.55229], [3.97067, -3.43541, -2.91274], [-0.52111, -3.25888, -10.98577], [-1.87924, 3.65630, 2.75374], [-3.72236, 9.37144, 4.04325], [0.49884, 1.07694, 5.10395], [-0.61531, -0.21323, 8.69000], [1.35572, -0.60285, 3.06687], [0.43142, -0.16969, 2.70852], [1.73723, -0.66598, -9.40601], [4.26442, -2.91935, -1.50586], [-5.80797, 9.18471, 0.73696], [-3.36048, 6.48703, 3.22204], [3.38911, 1.27771, 1.92393], [1.34579, -6.20589, 1.84883], [-5.50551, 7.66440, -0.09462], [-0.20835, -4.74645, 3.01747], [3.14353, -0.08549, 4.11498], [3.29237, -1.80110, -1.14300], [-5.74252, 9.99814, 4.43955], [0.80966, -3.54054, -8.92194], [-0.74774, 0.23623, 6.69593], [-1.41214, -1.83714, -9.65383], [-2.05126, -0.74947, 7.88604], [5.45106, -0.99078, -4.85224], [1.40236, -4.05987, 3.15566], [0.64899, -4.88340, 4.98809], [1.37762, 0.37043, 6.88114], [4.70228, -4.19250, -3.20106], [1.35621, -6.21541, 2.93948], [-0.22522, 0.81702, -6.69078], [-0.88041, -8.49221, 6.38978], [-2.81540, -2.17913, -11.21813], [0.97216, -8.33690, 3.12340], [-2.59399, 9.74240, 1.84741], [4.53623, 0.21593, -2.04523], [3.48688, -2.87230, -5.29939], [4.19036, -3.62716, -5.64945], [-2.13706, 3.65219, 4.87138], [-4.98445, 7.59505, 2.02370], [1.85383, -1.46154, -3.78006], [-3.28866, -0.86555, -10.12934], [-1.80743, 3.07927, 3.67194], [-5.12407, 8.33858, 0.67037], [0.08175, -1.62608, -11.18457], [1.14332, -0.28999, -1.76219], [-1.93417, 10.51627, 2.23771], [-1.50904, 8.33014, 3.52333], [2.50663, -3.33495, -5.21625], [-0.11669, -3.64957, 5.43696], [-1.59982, 7.69101, 4.39836], [1.00763, -2.67969, -9.56681], [-1.55353, 0.58412, 5.70545], [3.97877, -2.32945, -3.96737], [-4.17572, 8.70404, 0.29279], [2.21715, -1.69274, -8.06623], [-0.14205, -2.93575, -7.04981], [-6.57487, 6.31240, 1.42619], [-1.08990, -3.57316, 4.95818], [-0.94357, -1.61447, -6.19184], [2.46148, -8.12660, 4.92363], [3.08843, -1.19155, -3.54647], [-1.62255, -3.94218, -9.02958], [2.01301, -4.88091, 6.68824], [-1.61333, -8.32738, 4.79266], [-5.61740, 5.63925, 2.74750], [4.16348, -3.73686, -0.78966], [5.42485, -1.86493, -4.20079], [1.38668, -1.45651, -8.73512], [2.08306, 0.25382, -1.82510], [-5.56434, 6.20358, 1.81976], [-2.22841, 0.99982, 3.27053], [-3.14083, -3.05662, -9.11818], [2.99253, -3.92640, -2.91391], [-0.98238, 9.23770, 3.81677], [2.36144, 0.42165, 3.56192], [2.05325, -4.76949, 5.60398], [-0.66962, 1.57516, 2.66775], [0.77814, -4.90336, 3.46501], [0.79081, -1.85859, -6.03744], [-2.09581, 9.27276, 0.99849], [0.93876, 1.12839, -7.98147], [0.22570, -0.92585, -7.89479], [0.45723, -2.75893, 5.17329], [-5.16408, 9.60750, 3.60142], [-0.08188, -6.09686, 5.47902], [-2.08974, -2.97405, -8.84591], [2.76019, -5.49421, 5.21064], [3.53695, -1.38341, -0.16286], [-0.99068, -0.71529, -8.75123], [-6.79706, 8.47687, 2.74381], [2.44988, 1.62246, 5.33781], [1.84691, -2.96192, -10.20464], [-0.26560, -3.65637, 6.51831], [-0.20758, -2.36969, -10.43561], [-1.34974, -5.94164, 5.33825], [-2.07514, -2.79241, -7.77690], [-1.47969, 4.39642, 5.30711], [0.52410, 0.51168, 6.36888], [-0.90976, 7.80964, 2.77482], [1.15892, -1.33435, 3.84771], [-1.15732, -0.29312, 7.85050], [-1.36481, 1.63981, 3.49446], [-2.86741, 8.71719, 2.95877], [1.80016, -1.16734, 2.25378], [5.97593, -2.66556, -4.69217], [-3.25265, 10.31419, 4.33082], [-0.28225, -9.46076, 5.03499], [-0.90642, 0.39165, -9.39848], [1.75934, 1.51342, 4.51073], [2.40323, -6.32508, 3.23457], [5.96139, -1.62889, -3.28499]],
  "lowdin_spin": [0.026, 0.382, 0.000, 0.000, 0.000, 0.000, 0.002, 0.017, 0.001, 0.000, 0.000, -0.001, 0.000, 0.000, 0.000, 0.000, -0.001, 0.000, 0.000, 0.002, 0.001, 0.000, 0.016, -0.001, 0.002, 0.002, 0.003, 0.000, 0.003, 0.000, 0.027, 0.000, 0.015, 0.002, 0.000, 0.016, 0.000, 0.000, 0.000, 0.000, 0.002, 0.001, 0.000, 0.519, 0.000, 0.001, 0.000, 0.002, 0.000, 0.016, 0.001, 0.000, 0.000, 0.026, 0.000, 0.001, 0.002, 0.027, 0.000, 0.002, 0.001, 0.000, 0.000, 0.000, 0.002, 0.002, 0.003, -0.001, 0.000, 0.002, 0.027, 0.529, 0.000, -0.002, 0.003, 0.002, 0.000, 0.000, -0.001, 0.000, -0.001, 0.000, 0.001, 0.000, 0.027, 0.001, 0.002, 0.000, 0.000, -0.001, 0.001, 0.000, 0.373, 0.000, 0.001, 0.000, 0.000, 0.001, 0.002, 0.015, -0.001, -0.001, 0.000, 0.000, 0.002, 0.000, 0.000, 0.002, 0.000, 0.015, -0.001, 0.001, -0.001, 0.026, 0.000, 0.001, 0.369, 0.003, 0.000, 0.002, 0.371, 0.002, 0.000, 0.001, 0.000, 0.016, 0.534, 0.001, 0.000, 0.000, 0.000, 0.000, 0.000, 0.000, 0.027, 0.000, 0.000, 0.002, 0.000, 0.532, 0.000, 0.000, 0.000],
  "e_tot_ha": -3061.31519,
  "e_lumo_ha": [-0.11981, -0.11982],
  "fmax_ev_per_a": 2.30,
  "homo_lumo_gap_ev": [5.81, 6.82],
  "charge": 1,
  "de_lowest_kcal_mol": 0.0,
  "s_squared": 6.02,
  "spin_multiplicity": 5
}